Entry 1:
Density functional theory data (ωB97M-V/def2-TZVPD) for a 8-piece molecular cluster, C26H72F6N6O12S2 overall.

## Properties
E_tot ... -99579.4749 eV
ΔE to the lowest compared entry with this formula, charge and spin ... 0.539 eV
Max |F| ... 2.64 eV/A
Gap between HOMO and LUMO ... 0.3152 Eh
Highest occupied orbital energy ... -0.594 Ha

Structure (ORCA input):
```
! wB97M-V def2-TZVPD RIJCOSX def2/J DEFGRID3
* xyz 4 1
C 17.23 14.62 -8.47
C 17.86 16.03 -8.66
C 17.60 16.90 -7.45
O 18.33 18.10 -7.67
C 18.68 18.94 -6.54
N 19.33 15.90 -8.86
H 19.55 15.77 -9.86
H 19.81 16.78 -8.58
H 19.73 15.11 -8.32
H 17.18 13.96 -9.34
H 16.21 14.86 -8.15
H 17.71 14.04 -7.68
H 17.44 16.43 -9.58
H 17.95 16.37 -6.56
H 16.51 17.05 -7.36
H 19.61 18.60 -6.04
H 17.88 18.94 -5.80
H 18.94 19.94 -6.89
C 13.15 21.17 -1.60
C 12.08 22.03 -1.01
C 11.64 21.78 0.36
O 12.62 22.11 1.28
C 12.26 21.91 2.65
N 12.59 23.46 -1.02
H 11.84 24.06 -0.63
H 13.46 23.62 -0.50
H 12.72 23.77 -2.00
H 12.83 20.14 -1.74
H 14.04 21.18 -0.97
H 13.51 21.54 -2.57
H 11.20 22.09 -1.63
H 11.42 20.71 0.50
H 10.72 22.37 0.52
H 11.26 22.31 2.82
H 13.00 22.24 3.36
H 12.15 20.81 2.73
C 12.83 13.30 -11.91
C 13.54 14.52 -11.40
C 13.27 14.85 -9.99
O 13.88 16.05 -9.69
C 13.59 16.53 -8.40
N 15.03 14.31 -11.60
H 15.32 14.44 -12.59
H 15.54 15.01 -11.03
H 15.35 13.35 -11.35
H 13.13 13.13 -12.95
H 11.75 13.40 -11.91
H 13.10 12.43 -11.31
H 13.38 15.41 -12.02
H 13.61 13.98 -9.36
H 12.19 14.86 -9.76
H 14.26 17.36 -8.17
H 13.89 15.78 -7.65
H 12.54 16.82 -8.34
C 15.25 20.00 1.86
C 16.31 19.05 2.26
C 17.68 19.65 2.30
O 18.54 18.75 2.94
C 19.91 19.24 2.99
N 15.99 18.50 3.62
H 16.43 17.59 3.85
H 16.32 19.21 4.30
H 14.97 18.40 3.74
H 14.26 19.53 1.82
H 15.49 20.42 0.89
H 15.13 20.83 2.57
H 16.32 18.22 1.56
H 17.67 20.63 2.81
H 17.98 19.78 1.25
H 20.23 19.69 2.03
H 20.58 18.41 3.21
H 20.00 19.98 3.79
C 22.44 20.48 -5.55
C 21.83 20.94 -4.26
C 20.68 20.13 -3.77
O 20.33 20.66 -2.53
C 19.39 19.95 -1.78
N 22.90 20.99 -3.15
H 23.50 21.85 -3.27
H 22.49 21.21 -2.22
H 23.53 20.17 -3.13
H 23.00 21.29 -6.01
H 21.67 20.12 -6.22
H 23.05 19.59 -5.37
H 21.53 21.99 -4.31
H 20.91 19.06 -3.70
H 19.92 20.40 -4.52
H 19.23 20.38 -0.81
H 19.73 18.91 -1.74
H 18.40 19.90 -2.26
C 19.95 16.52 0.49
C 19.59 15.54 -0.56
C 20.74 14.60 -0.84
O 21.13 14.05 0.39
C 22.49 13.66 0.45
N 18.45 14.68 -0.06
H 18.58 14.58 0.96
H 17.49 15.07 -0.25
H 18.58 13.74 -0.47
H 19.88 16.09 1.48
H 19.29 17.39 0.44
H 20.96 16.91 0.33
H 19.20 15.92 -1.50
H 21.55 15.02 -1.43
H 20.36 13.73 -1.42
H 22.68 13.21 1.42
H 23.13 14.55 0.31
H 22.77 12.91 -0.30
C 15.43 17.54 -2.83
F 14.39 16.79 -3.15
F 16.55 17.01 -3.34
F 15.23 18.77 -3.39
S 15.67 17.72 -1.03
O 14.38 17.94 -0.50
O 16.18 16.42 -0.67
O 16.57 18.84 -0.91
C 18.08 14.38 -5.15
F 17.11 14.69 -6.01
F 18.57 15.54 -4.76
F 17.56 13.80 -4.05
S 19.31 13.25 -5.96
O 18.51 12.43 -6.80
O 20.15 14.21 -6.67
O 19.93 12.60 -4.86
*
```

***

Entry 2:
Density functional theory data (ωB97M-V/def2-TZVPD) for C44H37BiI3N2OP as an isolated structure.

## Properties
E_tot ... -90687.6883 eV
ΔE to the lowest compared entry with this formula, charge and spin ... 0.000 eV
Max |F| ... 0.20 eV/A
Gap between HOMO and LUMO ... 0.2827 Eh
Highest occupied orbital energy ... -0.273 Ha

Structure (ORCA input):
```
! wB97M-V def2-TZVPD RIJCOSX def2/J DEFGRID3
* xyz 0 1
Bi -2.01 0.43 0.80
I -3.97 4.17 -5.44
C -2.96 3.08 -3.98
C -2.21 3.74 -3.02
C -1.57 3.01 -2.04
I -0.47 4.00 -0.57
C -1.65 1.61 -1.98
O -1.00 0.91 -1.05
C -2.44 0.96 -2.96
C -2.64 -0.53 -2.85
N -3.34 -0.91 -1.63
C -4.79 -0.81 -1.68
C -5.27 0.63 -1.73
C -6.24 1.02 -2.64
C -6.63 2.35 -2.69
C -6.02 3.25 -1.83
C -5.07 2.76 -0.94
N -4.71 1.49 -0.87
C -3.07 1.70 -3.94
H -2.13 4.82 -3.03
H -1.67 -1.02 -2.84
H -3.17 -0.88 -3.75
H -3.07 -1.85 -1.36
H -5.18 -1.27 -0.77
H -5.22 -1.34 -2.53
H -6.67 0.29 -3.31
H -7.37 2.68 -3.40
H -6.26 4.30 -1.85
H -4.57 3.43 -0.24
H -3.68 1.19 -4.68
I -3.26 -0.98 3.54
C -2.10 -2.66 3.03
C -2.14 -3.67 3.95
C -1.45 -4.87 3.72
C -0.75 -5.02 2.56
C -0.69 -3.98 1.60
C 0.05 -4.20 0.41
C 0.15 -3.22 -0.53
C -0.48 -1.98 -0.31
C -1.23 -1.72 0.82
C -1.36 -2.74 1.81
H -2.72 -3.54 4.85
H -1.49 -5.66 4.46
H -0.21 -5.94 2.36
H 0.54 -5.16 0.28
H 0.71 -3.38 -1.43
H -0.34 -1.20 -1.04
C 5.31 0.27 1.54
C 5.03 -0.67 0.40
C 6.07 -1.45 -0.08
C 5.89 -2.37 -1.11
C 4.65 -2.52 -1.68
C 3.60 -1.74 -1.22
C 3.76 -0.81 -0.19
P 2.20 0.09 0.23
C 2.78 1.82 0.50
C 2.81 2.43 1.76
C 3.17 3.76 1.90
C 3.50 4.50 0.77
C 3.46 3.90 -0.48
C 3.09 2.57 -0.64
C 2.98 1.99 -2.02
C 1.79 -0.53 1.91
C 2.48 -1.61 2.46
C 2.11 -2.14 3.69
C 1.07 -1.58 4.39
C 0.37 -0.51 3.85
C 0.68 0.01 2.59
C -0.17 1.09 2.02
H 6.27 0.04 1.99
H 4.54 0.18 2.31
H 5.32 1.31 1.22
H 7.05 -1.34 0.37
H 6.73 -2.96 -1.45
H 4.49 -3.24 -2.47
H 2.61 -1.84 -1.67
H 2.57 1.85 2.64
H 3.19 4.21 2.88
H 3.79 5.54 0.87
H 3.71 4.49 -1.36
H 3.26 2.73 -2.77
H 1.96 1.66 -2.22
H 3.63 1.12 -2.15
H 3.31 -2.04 1.92
H 2.66 -2.98 4.09
H 0.79 -1.96 5.37
H -0.45 -0.06 4.41
H 0.35 1.74 1.33
H -0.60 1.71 2.81
*
```

***

Entry 3:
Density functional theory data (ωB97M-V/def2-TZVPD) for C20H16BCl5FeIN9O2 as an isolated structure.

## Properties
Expectation value of S² ... 8.76
E_tot ... -144280.6130 eV
ΔE to the lowest compared entry with this formula, charge and spin ... 0.000 eV
Max |F| ... 0.52 eV/A
Gap between HOMO and LUMO (alpha / beta) ... 0.3123 / 0.2442 Eh
Highest occupied orbital energy (alpha / beta) ... -0.410 / -0.410 Ha

Structure (ORCA input):
```
! wB97M-V def2-TZVPD RIJCOSX def2/J DEFGRID3
* xyz 1 6
Fe -0.53 0.84 0.21
C 3.53 0.00 -0.59
C 2.54 0.93 -0.29
N 1.40 0.29 -0.04
N 1.62 -1.04 -0.19
C 2.91 -1.23 -0.50
B 0.50 -2.08 0.20
N -0.79 -1.87 -0.68
C -1.41 -2.73 -1.51
C -2.60 -2.17 -1.92
C -2.66 -0.94 -1.29
N -1.58 -0.77 -0.53
N 0.08 -1.75 1.65
C 0.00 -2.45 2.80
C -0.46 -1.61 3.80
C -0.66 -0.39 3.17
N -0.34 -0.48 1.89
N 1.06 -3.45 -0.10
C 1.40 -4.54 0.62
C 1.95 -5.46 -0.24
C 1.90 -4.83 -1.50
N 1.37 -3.63 -1.42
H 4.56 0.20 -0.82
H 2.57 2.01 -0.23
H 3.30 -2.22 -0.65
H -0.96 -3.68 -1.75
H -3.34 -2.61 -2.58
H -3.41 -0.17 -1.33
H 0.26 -3.48 2.86
H -0.62 -1.86 4.84
H -1.01 0.54 3.59
H 1.27 -4.61 1.68
H 2.33 -6.44 0.00
H 2.23 -5.21 -2.45
Cl -3.46 6.72 3.33
C -2.52 5.51 2.56
C -3.04 4.23 2.37
Cl -4.62 3.84 2.91
C -2.26 3.27 1.75
Cl -2.86 1.64 1.50
C -0.98 3.53 1.30
O -0.27 2.59 0.71
C -0.46 4.81 1.49
Cl 1.13 5.13 0.92
C -1.23 5.79 2.11
Cl -0.57 7.36 2.33
N 0.77 0.03 -3.11
C 0.17 1.19 -2.84
O -0.49 1.37 -1.81
C 0.29 2.30 -3.84
I 2.01 3.46 -3.34
H 0.76 -0.74 -2.46
H 1.34 -0.06 -3.94
H -0.57 2.95 -3.77
H 0.43 1.94 -4.86
*
```

***

Entry 4:
Density functional theory data (ωB97M-V/def2-TZVPD) for C5H11N5 as an isolated structure.

## Properties
E_tot ... -12789.7833 eV
ΔE to the lowest compared entry with this formula, charge and spin ... 7.305 eV
Max |F| ... 5.28 eV/A
Gap between HOMO and LUMO (alpha / beta) ... 0.2832 / 0.2832 Eh
Highest occupied orbital energy (alpha / beta) ... -0.621 / -0.621 Ha

Structure (ORCA input):
```
! wB97M-V def2-TZVPD RIJCOSX def2/J DEFGRID3
* xyz 2 1
C -0.37 -0.51 -0.53
C 0.92 -0.78 -0.51
C -1.03 0.75 -0.14
C -3.47 0.49 -0.45
C 2.03 1.37 0.34
N -2.28 0.94 -0.07
N -4.87 -0.88 0.84
N -4.21 -0.46 -0.06
N 1.88 0.11 -0.28
N 3.34 -0.90 0.26
H -0.95 -1.33 -0.83
H 1.15 -1.75 -0.84
H -0.30 1.46 0.18
H -3.83 1.03 -1.27
H 1.96 1.47 1.38
H 2.90 2.04 -0.07
H 1.23 1.96 0.12
H -5.24 -1.82 0.78
H 3.05 -1.72 0.79
H 4.04 -0.44 0.85
H 4.03 -1.02 -0.47
*
```

***

Entry 5:
Density functional theory data (ωB97M-V/def2-TZVPD) for C19H16Cl2IN5O3Pd as an isolated structure.

## Properties
E_tot ... -70162.2473 eV
ΔE to the lowest compared entry with this formula, charge and spin ... 1.392 eV
Max |F| ... 1.41 eV/A
Gap between HOMO and LUMO (alpha / beta) ... 0.1122 / 0.1122 Eh
Highest occupied orbital energy (alpha / beta) ... -0.506 / -0.506 Ha

Structure (ORCA input):
```
! wB97M-V def2-TZVPD RIJCOSX def2/J DEFGRID3
* xyz 2 1
Pd 0.02 -0.02 -0.06
C 1.28 -4.01 0.07
C 1.19 -2.54 0.08
N 0.03 -1.92 -0.27
N -1.09 -2.49 -0.51
C -2.09 -1.58 -0.75
O -1.84 -0.32 -0.70
C -3.41 -2.08 -1.01
C -4.46 -1.16 -1.21
C -5.74 -1.62 -1.42
C -5.99 -2.99 -1.43
C -4.96 -3.91 -1.24
C -3.68 -3.46 -1.03
C 2.23 -1.63 0.42
C 3.53 -2.05 0.74
C 4.52 -1.11 0.98
C 4.20 0.24 0.88
C 2.88 0.60 0.56
N 1.94 -0.29 0.35
H 0.31 -4.44 -0.15
H 1.63 -4.37 1.04
H 2.00 -4.36 -0.68
H -4.24 -0.10 -1.19
H -6.54 -0.92 -1.59
H -7.01 -3.34 -1.57
H -5.17 -4.97 -1.26
H -2.87 -4.15 -0.87
H 3.75 -3.11 0.79
H 5.53 -1.41 1.22
H 4.94 1.00 1.06
H 2.60 1.64 0.49
Cl -2.19 1.07 4.53
C -1.15 -0.30 4.18
Cl 0.18 -0.46 5.32
C -0.55 -0.11 2.75
O -0.85 -1.02 1.94
O 0.17 0.87 2.52
H -1.74 -1.21 4.20
I -0.55 5.71 -2.40
C -0.32 4.14 -1.06
C -0.15 4.22 0.31
N -0.03 2.97 0.78
N -0.11 2.08 -0.22
C -0.29 2.77 -1.34
H -0.12 5.09 0.96
H 0.03 2.64 1.73
H -0.40 2.29 -2.30
*
```